Record 1
{"formula": "C31H39ClI2N2O8P3S", "method": "ωB97M-V/def2-TZVPD", "homo_ev": -4.2, "e_tot_ha": -4394.1244, "charge": -1, "max_force_ev_per_a": 1.76, "gap_ev": 5.7, "species": ["C", "C", "C", "C", "N", "C", "C", "P", "S", "C", "C", "C", "N", "C", "C", "O", "C", "C", "O", "C", "C", "C", "C", "C", "C", "O", "C", "C", "I", "C", "C", "C", "O", "Cl", "C", "P", "P", "O", "O", "O", "C", "C", "C", "C", "C", "C", "O", "H", "H", "H", "H", "H", "H", "H", "H", "H", "H", "H", "H", "H", "H", "H", "H", "H", "H", "H", "H", "H", "H", "H", "H", "H", "H", "H", "H", "H", "H", "H", "H", "H", "H", "H", "H", "H", "H", "H", "I"], "coordinates": [[-4.199, 1.694, 3.877], [-4.813, 0.287, 3.939], [-4.864, -0.393, 2.571], [-3.433, -0.472, 1.995], [-3.174, -1.738, 1.292], [-2.054, -1.590, 0.395], [-0.764, -1.508, 0.936], [-0.444, -1.647, 2.743], [0.232, 0.019, 3.497], [0.306, -1.302, 0.065], [0.103, -1.213, -1.306], [-1.177, -1.330, -1.866], [-1.473, -1.290, -3.280], [-1.384, -2.591, -3.959], [-2.720, -3.238, -4.239], [-0.385, -3.118, -4.309], [-0.938, -0.220, -4.044], [-1.042, 1.194, -3.527], [-0.448, -0.423, -5.122], [-2.266, -1.510, -0.988], [-3.681, -1.602, -1.532], [-4.404, -2.912, -1.095], [-4.574, -0.405, -1.107], [-3.905, 0.973, -1.256], [1.334, -0.965, -2.133], [1.582, -1.498, -3.175], [2.306, 0.011, -1.528], [2.957, 0.989, -2.265], [2.670, 1.162, -4.346], [3.780, 1.893, -1.596], [4.428, 3.016, -2.387], [3.389, 4.051, -2.792], [3.521, 4.719, -3.765], [1.927, 4.198, -1.802], [3.989, 1.785, -0.206], [5.049, 3.057, 0.578], [6.756, 2.200, 1.619], [6.551, 2.100, 3.076], [7.251, 0.859, 0.929], [7.966, 3.235, 1.357], [3.362, 0.771, 0.546], [3.563, 0.621, 2.027], [4.552, -0.507, 2.410], [4.115, -1.262, 3.682], [2.501, -0.088, -0.151], [1.714, -1.142, 0.558], [2.152, -1.834, 1.440], [-3.116, 1.668, 3.797], [-4.630, 2.234, 3.033], [-4.447, 2.268, 4.768], [-5.820, 0.388, 4.346], [-4.228, -0.304, 4.648], [-5.186, -1.421, 2.740], [-5.521, 0.160, 1.905], [-3.268, 0.364, 1.328], [-2.754, -0.305, 2.837], [-2.947, -2.465, 1.957], [-1.669, -1.973, 3.341], [0.469, -2.701, 2.878], [-3.203, -3.561, -3.323], [-3.353, -2.510, -4.750], [-2.563, -4.054, -4.935], [-0.603, 1.301, -2.532], [-2.093, 1.474, -3.514], [-0.549, 1.831, -4.248], [-3.686, -1.588, -2.612], [-4.851, -3.382, -1.972], [-3.712, -3.590, -0.606], [-5.235, -2.676, -0.438], [-4.908, -0.583, -0.093], [-5.446, -0.407, -1.762], [-3.647, 1.418, -0.299], [-4.581, 1.668, -1.749], [-2.990, 0.904, -1.827], [4.912, 2.662, -3.288], [5.105, 3.544, -1.725], [4.283, 3.569, 1.642], [7.624, 0.316, 1.640], [7.725, 4.065, 1.788], [3.943, 1.542, 2.457], [2.618, 0.371, 2.493], [4.584, -1.246, 1.613], [5.559, -0.143, 2.562], [3.326, -0.730, 4.210], [4.950, -1.389, 4.372], [3.764, -2.263, 3.447], [0.231, 2.511, 0.116]]}

Record 2
{"formula": "C31H39LaN6Si2", "method": "ωB97M-V/def2-TZVPD", "homo_ev": -7.4, "e_tot_ha": -2143.6930, "e_above_lowest_ev": 0.0000, "max_force_ev_per_a": 4.10, "gap_ev": 5.1, "species": ["La", "C", "Si", "C", "N", "C", "C", "C", "C", "C", "C", "C", "C", "C", "C", "C", "C", "C", "C", "C", "C", "C", "H", "H", "H", "H", "H", "H", "H", "H", "H", "H", "H", "H", "H", "H", "H", "H", "H", "H", "H", "H", "H", "H", "H", "H", "C", "Si", "C", "C", "C", "H", "H", "H", "H", "H", "H", "H", "H", "H", "H", "H", "N", "C", "N", "C", "N", "N", "C", "C", "C", "C", "N", "C", "C", "H", "H", "H", "H"], "coordinates": [[12.347, 10.985, 15.903], [11.845, 11.288, 18.559], [10.539, 10.030, 19.087], [9.887, 8.908, 17.549], [10.673, 9.019, 16.257], [9.767, 9.311, 15.011], [9.026, 8.073, 14.486], [9.930, 6.891, 14.226], [10.808, 6.588, 15.433], [11.491, 7.814, 16.099], [8.955, 10.918, 19.629], [7.719, 10.290, 19.737], [6.570, 11.007, 20.010], [6.612, 12.393, 19.971], [7.814, 13.077, 19.907], [8.998, 12.363, 19.705], [11.316, 8.649, 20.185], [12.676, 8.217, 20.017], [13.274, 7.259, 20.862], [12.489, 6.695, 21.879], [11.175, 7.143, 22.111], [10.608, 8.161, 21.314], [12.852, 11.025, 18.909], [11.635, 12.299, 18.929], [8.810, 9.193, 17.358], [9.741, 7.842, 17.882], [10.494, 9.570, 14.223], [9.190, 10.181, 15.248], [8.562, 8.295, 13.512], [8.206, 7.734, 15.143], [10.593, 7.148, 13.389], [9.434, 5.966, 14.028], [11.672, 5.929, 15.128], [10.277, 5.899, 16.142], [12.354, 8.038, 15.455], [11.835, 7.411, 17.024], [7.718, 9.141, 19.647], [5.662, 10.462, 20.174], [5.654, 12.928, 20.027], [7.932, 14.137, 19.975], [9.947, 12.857, 19.724], [13.248, 8.577, 19.189], [14.304, 6.898, 20.719], [12.798, 5.808, 22.432], [10.643, 6.744, 22.949], [9.659, 8.491, 21.669], [14.701, 13.852, 17.641], [15.377, 12.765, 16.185], [14.685, 13.702, 14.671], [17.253, 13.161, 16.051], [14.998, 10.895, 16.438], [15.578, 14.267, 18.138], [14.011, 13.313, 18.292], [14.081, 14.603, 17.119], [14.956, 14.773, 14.759], [13.563, 13.650, 14.657], [15.012, 13.371, 13.684], [17.414, 14.234, 15.823], [17.579, 12.531, 15.243], [17.766, 12.935, 16.961], [15.049, 10.632, 17.508], [15.656, 10.229, 15.919], [8.397, 16.052, 18.133], [9.048, 15.177, 17.675], [9.656, 14.071, 17.343], [10.507, 13.653, 16.504], [11.090, 13.075, 15.683], [13.484, 9.058, 8.572], [13.190, 9.336, 9.659], [12.911, 9.704, 10.978], [12.091, 10.874, 11.240], [11.971, 11.291, 12.537], [12.789, 10.761, 13.515], [13.563, 9.693, 13.254], [13.715, 9.151, 11.985], [11.480, 11.337, 10.418], [11.362, 12.123, 12.851], [14.069, 9.221, 14.177], [14.259, 8.295, 11.720]]}